The following is a DFT calculation (ωB97M-V/def2-TZVPD) of a 2-piece molecular cluster, C2H5N5 overall.

Output
energy	-9600.822	eV

Each line ends with the Mulliken charge.
Positions of all 12 atoms, in Å:
C1 -0.81512 0.12908 0.44776  0.018
C2 1.63023 -0.47508 0.50415  -0.469
N1 -1.27246 1.10352 1.16531  -0.213
N2 -1.74503 -0.18662 -0.51050  0.137
N3 -2.51719 1.30217 0.72160  -0.280
N4 -2.87972 0.44800 -0.21957  -0.359
N5 2.12104 -0.17293 -0.71980  -0.284
H1 1.55447 0.29490 1.24734  0.342
H2 1.45702 -1.50235 0.66781  0.358
H3 1.95346 -0.77868 -1.53476  0.265
H4 -1.74402 -0.99950 -0.98402  0.215
H5 2.25732 0.83749 -0.78531  0.271